1.
C3H3N3S | ωB97M-V with the def2-TZVPD basis set

```
10
Properties=species:S:1:pos:R:3
C 0.572 -0.423 0.699
C -1.277 -0.402 -0.593
C -0.191 0.503 -0.249
H 2.163 -1.145 1.628
H -0.541 -1.932 2.318
H -2.044 -0.195 -1.267
N 1.742 -0.295 1.098
N -0.188 -1.722 0.630
N -1.414 -1.476 0.162
S 0.301 1.854 -0.941
```

Properties
**HOMO**: -9.11 eV
**Energy relative to the best compared isomer or geometry (same formula, charge and spin)**: 5.858 eV
**Orbital gap**: 7.210 eV

Atomic partial charges in e from the natural (NBO) method, atoms 1 to 8: 0.309 -0.035 -0.275 0.369 0.241 0.211 -0.538 -0.307

***

2.
C45H37N3O2P2Pb | ωB97M-V with the def2-TZVPD basis set

```
90
Properties=species:S:1:pos:R:3
Pb -0.092 0.156 -0.597
C -2.761 -1.624 1.064
P -1.681 -2.035 -0.340
C -0.521 -3.343 0.042
C 0.438 -3.618 -0.941
C 1.407 -4.577 -0.717
C 1.443 -5.249 0.501
C 0.503 -4.969 1.483
C -0.480 -4.016 1.261
C -2.702 -2.558 -1.718
C -3.764 -1.727 -2.092
C -4.551 -2.056 -3.179
C -4.268 -3.200 -3.917
C -3.209 -4.020 -3.556
C -2.420 -3.706 -2.460
C -2.503 -0.251 1.636
C -3.034 0.311 2.775
C -2.526 1.633 2.848
C -1.722 1.806 1.747
C -1.000 3.029 1.257
P 0.565 2.540 0.466
C 0.936 3.648 -0.900
C 1.693 3.154 -1.964
C 2.118 4.017 -2.962
C 1.799 5.367 -2.895
C 1.030 5.854 -1.847
C 0.586 4.998 -0.850
C 1.889 2.773 1.671
C 2.665 1.712 2.120
C 3.709 1.945 3.004
C 3.984 3.236 3.424
C 3.208 4.297 2.971
C 2.159 4.074 2.096
N -1.694 0.655 1.017
H -2.607 -2.391 1.826
H -3.792 -1.716 0.719
H 0.430 -3.073 -1.881
H 2.143 -4.788 -1.483
H 2.207 -5.994 0.681
H 0.533 -5.492 2.429
H -1.213 -3.823 2.032
H -3.975 -0.828 -1.525
H -5.385 -1.424 -3.456
H -4.876 -3.450 -4.776
H -2.993 -4.912 -4.127
H -1.610 -4.362 -2.175
H -3.703 -0.171 3.471
H -2.735 2.369 3.609
H -0.810 3.725 2.073
H -1.585 3.546 0.489
H 1.948 2.100 -2.017
H 2.705 3.636 -3.787
H 2.152 6.042 -3.663
H 0.781 6.906 -1.798
H -0.023 5.382 -0.040
H 2.462 0.712 1.779
H 4.305 1.113 3.358
H 4.801 3.427 4.107
H 3.421 5.306 3.297
H 1.568 4.911 1.746
O 3.170 -1.802 -2.460
C 2.509 -1.146 -1.696
O 1.683 -0.179 -1.972
C 2.641 -1.476 -0.211
C 3.821 -2.087 0.245
C 3.909 -2.404 1.569
C 2.821 -2.143 2.437
C 2.856 -2.455 3.816
C 1.782 -2.186 4.616
C 0.624 -1.595 4.068
C 0.569 -1.264 2.743
C 1.666 -1.528 1.900
N 1.632 -1.190 0.568
H 4.609 -2.295 -0.463
H 4.809 -2.860 1.964
H 3.755 -2.900 4.225
H 1.820 -2.408 5.674
H -0.228 -1.397 4.707
H -0.310 -0.782 2.334
C -3.479 2.176 -3.971
C -3.788 2.023 -2.626
C -2.830 1.503 -1.777
N -1.613 1.152 -2.212
C -1.313 1.291 -3.512
C -2.222 1.796 -4.418
H -4.206 2.591 -4.656
H -4.755 2.304 -2.232
H -3.024 1.365 -0.720
H -0.315 0.997 -3.816
H -1.945 1.891 -5.459
```

Properties
**HOMO**: -12.93 eV
**Net charge**: +2
**Orbital gap**: 5.446 eV

Atomic partial charges in e from the Mulliken method, atoms 1 to 8: 2.440 -1.319 1.544 0.913 -0.663 -1.045 -0.775 -0.726

***

3.
C42H43AsGeMnN2O3 | ωB97M-V with the def2-TZVPD basis set

```
93
Properties=species:S:1:pos:R:3
Mn 0.476 0.237 0.078
N 0.854 0.068 2.297
N 0.622 1.309 2.915
C -0.118 2.259 2.152
O -0.602 3.202 2.776
O -0.159 2.041 0.896
H 0.194 -0.653 2.571
H 1.816 -0.230 2.395
H 0.315 1.274 3.875
O -1.214 -0.986 0.728
As -2.098 -2.409 0.751
C -2.335 -3.425 2.276
C -3.266 -3.003 3.295
C -3.391 -3.715 4.458
C -2.608 -4.863 4.720
C -1.648 -5.246 3.746
C -1.500 -4.557 2.574
C -3.858 -1.843 0.168
C -4.977 -2.643 0.366
C -6.215 -2.233 -0.110
C -6.332 -1.023 -0.785
C -5.215 -0.220 -0.975
C -3.978 -0.627 -0.493
C -1.451 -3.591 -0.630
C -2.104 -4.800 -0.857
C -1.677 -5.636 -1.878
C -0.596 -5.263 -2.670
C 0.059 -4.064 -2.436
C -0.367 -3.223 -1.414
H -3.877 -2.121 3.135
H -4.111 -3.380 5.200
H -2.703 -5.402 5.653
H -1.010 -6.105 3.932
H -0.751 -4.875 1.857
H -4.873 -3.574 0.913
H -7.089 -2.853 0.049
H -7.298 -0.704 -1.159
H -5.304 0.726 -1.495
H -3.096 -0.009 -0.613
H -2.936 -5.089 -0.224
H -2.184 -6.578 -2.053
H -0.260 -5.913 -3.470
H 0.904 -3.774 -3.047
H 0.162 -2.293 -1.222
C -0.594 3.045 -2.066
C -1.232 1.663 -1.960
C -2.175 1.428 -3.144
C -0.159 0.569 -1.876
H -1.355 3.831 -2.130
H 0.036 3.102 -2.960
H 0.025 3.244 -1.192
H -1.832 1.662 -1.042
H -1.610 1.438 -4.082
H -2.950 2.202 -3.207
H -2.669 0.455 -3.066
H 0.645 0.810 -2.578
H -0.582 -0.391 -2.199
C 2.130 -0.755 -0.324
Ge 3.155 -0.667 -1.882
C 2.739 -1.761 -3.516
C 1.731 -1.397 -4.412
C 1.380 -2.208 -5.484
C 2.035 -3.416 -5.691
C 3.040 -3.801 -4.813
C 3.381 -2.983 -3.742
C 5.046 -1.225 -1.547
C 6.017 -1.300 -2.546
C 7.328 -1.664 -2.260
C 7.694 -1.969 -0.955
C 6.743 -1.902 0.054
C 5.436 -1.529 -0.243
C 3.318 1.170 -2.600
C 3.696 1.428 -3.918
C 3.832 2.728 -4.391
C 3.587 3.801 -3.544
C 3.208 3.563 -2.229
C 3.079 2.261 -1.766
H 2.105 -1.789 0.059
H 1.199 -0.463 -4.265
H 0.585 -1.901 -6.155
H 1.761 -4.053 -6.524
H 3.556 -4.745 -4.958
H 4.164 -3.305 -3.063
H 5.746 -1.072 -3.573
H 8.064 -1.711 -3.056
H 8.715 -2.255 -0.727
H 7.020 -2.136 1.076
H 4.690 -1.454 0.543
H 3.873 0.599 -4.597
H 4.120 2.904 -5.422
H 3.681 4.818 -3.910
H 2.996 4.393 -1.565
H 2.769 2.081 -0.741
```

Properties
**HOMO (spin up / spin down)**: 0.46 / -1.35 eV
**Net charge**: -2
**Orbital gap (spin up / spin down)**: 3.882 / 5.688 eV
**2S+1**: 6
**Expectation value of S²**: 8.994

Atomic partial charges in e from the Mulliken method, atoms 1 to 8: 0.177 -0.284 -0.364 0.369 -0.809 -0.547 0.228 0.320

***

4.
C20H25CsN8O7S | ωB97M-V with the def2-TZVPD basis set

```
62
Properties=species:S:1:pos:R:3
Cs 0.203 -1.056 -0.301
C 4.634 2.001 5.045
C 4.825 0.546 4.805
N 3.631 -0.138 4.392
C 3.010 0.007 3.137
S 1.673 -0.976 2.922
N 3.485 0.932 2.340
N 2.830 1.016 1.118
C 3.368 1.958 0.425
C 4.481 2.885 0.908
C 2.689 2.324 -0.917
C 3.199 3.317 -1.749
C 2.421 3.798 -2.795
C 1.194 3.162 -3.023
C 0.832 2.103 -2.252
N 1.562 1.652 -1.244
H 5.369 2.398 5.746
H 3.624 2.001 5.434
H 4.753 2.586 4.132
H 5.138 0.033 5.678
H 5.549 0.452 3.991
H 3.420 -0.975 4.866
H 4.524 2.794 1.986
H 4.413 3.910 0.541
H 5.443 2.457 0.555
H 4.139 3.694 -1.466
H 2.762 4.643 -3.283
H 0.516 3.485 -3.814
H -0.159 1.678 -2.307
N -2.999 -2.027 1.293
C -3.018 -3.358 1.870
C -2.833 -3.326 3.388
C -1.485 -2.729 3.754
N -1.490 -1.260 3.816
H -3.635 -1.406 1.687
H -3.149 -2.155 0.306
H -2.105 -3.769 1.398
H -3.894 -3.964 1.567
H -2.903 -4.410 3.719
H -3.676 -2.821 3.860
H -0.733 -3.155 3.022
H -1.044 -3.182 4.659
H -1.425 -0.920 2.811
H -0.599 -0.944 4.226
O -0.758 -2.765 -2.533
C -1.993 -2.594 -2.336
O -2.710 -3.097 -1.467
C -2.672 -1.637 -3.342
C -3.400 -2.137 -4.385
C -4.021 -1.225 -5.282
C -3.877 0.140 -5.105
C -3.050 0.659 -4.090
C -2.375 -0.194 -3.170
O -1.636 0.116 -2.203
N -2.959 2.118 -4.073
O -3.684 2.758 -4.781
O -2.149 2.696 -3.315
N -4.851 -1.755 -6.345
O -5.534 -1.017 -7.036
O -4.853 -2.964 -6.502
H -3.628 -3.149 -4.470
H -4.388 0.785 -5.810
```

Properties
**HOMO**: -2.56 eV
**Net charge**: -2
**Energy relative to the best compared isomer or geometry (same formula, charge and spin)**: 0.145 eV
**Orbital gap**: 6.528 eV

Atomic partial charges in e from the natural (NBO) method, atoms 1 to 8: 0.947 -0.618 -0.214 -0.631 0.270 -0.504 -0.532 -0.205

***

5.
ClH5OSi2 | ωB97M-V with the def2-TZVPD basis set

```
9
Properties=species:S:1:pos:R:3
O -0.539 0.431 0.174
Si -0.615 0.609 -1.367
Si 1.875 -1.589 0.716
Cl 0.126 -2.497 1.386
H 2.241 -1.633 -1.111
H -1.635 -0.097 -2.236
H 0.449 1.343 -1.963
H 2.678 -1.722 1.790
H 1.604 -0.001 0.869
```

Properties
**HOMO**: -9.82 eV
**Energy relative to the best compared isomer or geometry (same formula, charge and spin)**: 4.677 eV
**Orbital gap**: 9.182 eV

Atomic partial charges in e from the natural (NBO) method, atoms 1 to 8: -1.126 1.564 0.836 -0.379 -0.142 -0.210 -0.227 -0.187

***

Q: Which DFT total energy values were calculated for the entries above? A: -18459.2252; -79643.3577; -202047.7151; -58779.4089; -30404.2842, in eV.